# 1
Entry from the OMol25 dataset: C15H34BBr4F2K2MgN3O9PTa as an isolated structure in a non-equilibrium geometry (the ωB97M-V functional and the def2-TZVPD basis).

- ΔE to the lowest compared entry with this formula, charge and spin: 100.88 kcal/mol
- Charge: -2
- Strongest force on any atom: 6.28 eV Å⁻¹
- Highest occupied orbital energy: -0.62 eV

Element x y z (Å)
1 Ta -1.49578 -0.18623 -0.65733
2 Br 9.78423 7.79493 -2.21057
3 Br 7.84349 9.69942 -0.48374
4 Br 6.99873 8.82368 -3.47038
5 Br -6.51125 1.92618 -1.02470
6 K -3.03587 -3.96124 0.50861
7 K 5.69724 10.38125 -4.84909
8 P -7.42906 -6.33770 0.08134
9 Mg 3.43689 3.26983 -1.83323
10 F -6.97467 -0.42791 -0.00109
11 F -3.33415 -2.50241 -3.32829
12 O -7.75444 -7.64575 -0.64860
13 O -6.00641 -6.39952 0.64890
14 O -7.53238 -5.16970 -0.90549
15 O 1.30502 1.94299 -2.38142
16 O -0.83250 1.82253 -1.00124
17 O 6.41674 4.95529 -3.47570
18 O -0.17638 -4.30211 5.81249
19 O -8.42591 -6.13660 1.22841
20 O 1.49977 2.12627 0.08636
21 N 7.64991 3.56970 -4.76707
22 N -2.08091 -2.21379 -0.17558
23 N 7.92316 5.83093 -4.91370
24 C -0.96345 -1.23366 2.42342
25 C 0.38347 -1.10826 -1.72841
26 C 0.59334 -1.07997 -3.15348
27 C -3.82698 -1.18499 -2.84538
28 C 0.17285 -4.73821 7.12349
29 C -3.90564 2.08960 -0.11593
30 C -0.31719 -0.16599 1.37876
31 C -1.33259 -2.23127 3.21680
32 C 1.01132 -6.00339 7.02837
33 C -2.65465 -0.09952 -2.62303
34 C 7.27356 4.79537 -4.32901
35 C -3.28256 0.76027 0.57741
36 C 8.47510 9.23102 -2.26147
37 C 0.92449 -3.62833 7.84139
38 C -4.89284 -1.31728 -1.63365
39 B 0.60785 1.94095 -1.07189
40 H 0.46313 -6.78852 6.49987
41 H -1.25083 -3.04856 4.03146
42 H -0.75907 -4.95389 7.65404
43 H -5.86853 -1.71818 -2.12792
44 H -0.29134 0.88652 1.83796
45 H -4.45412 -0.78299 -3.74533
46 H -2.47827 -2.75155 -0.97193
47 H 1.28220 -6.37315 8.02118
48 H -5.16323 -0.27817 -1.23405
49 H 1.92989 -5.82164 6.46055
50 H 0.64246 -4.10825 5.33386
51 H -4.62959 2.58931 0.64945
52 H -2.85341 1.06390 1.61249
53 H -1.99181 -0.13860 -3.58416
54 H 1.20242 -1.66232 -1.10536
55 H 1.19281 -3.92702 8.85856
56 H 0.31456 -2.72200 7.89192
57 H -4.06212 -0.06651 0.78166
58 H 0.74824 -0.55452 1.11673
59 H 8.63088 5.72288 -5.61791
60 H 8.35235 3.41733 -5.46806
61 H -1.25664 -2.79689 0.14211
62 H -4.62618 -2.09165 -0.81703
63 H 8.98143 10.11155 -2.66359
64 H -3.12137 2.88395 -0.39032
65 H 1.84003 -3.36387 7.30188
66 H 7.18830 2.77339 -4.35537
67 H 0.57138 -0.11030 -3.79673
68 H -3.16816 0.94869 -2.67512
69 H 0.73986 -2.05812 -3.74825
70 H 2.00264 1.29086 0.23172
71 H 7.66847 6.75955 -4.61239
72 H 1.54704 2.90665 -2.52383
73 H -4.55492 1.87572 -1.05444

Here are the Löwdin charges for atoms 1 to 6, given in e: 1.850, 0.533, 0.529, 0.404, 0.281, 0.887

***

# 2
Entry from the OMol25 dataset: a 2-piece molecular cluster, C15H34BBrN5O3 overall in a non-equilibrium geometry (the ωB97M-V functional and the def2-TZVPD basis).

- Charge: +1
- Strongest force on any atom: 2.76 eV Å⁻¹
- Highest occupied orbital energy: -11.36 eV

Element x y z (Å)
1 Br -1.68700 -0.03124 -4.02967
2 O 5.52088 -0.10974 1.58426
3 O 4.19716 1.17665 2.78935
4 O -3.01575 0.62594 0.79875
5 N -1.66250 -1.73563 -0.07667
6 N -5.04709 -2.81855 0.84253
7 N -3.77341 -2.26631 0.83624
8 N -3.28081 -2.98514 -1.41234
9 N -3.16613 1.52623 -1.52703
10 C -4.63829 1.46275 -1.63750
11 C 5.39732 0.87647 2.26142
12 C 6.54192 1.83393 2.45374
13 C -0.13002 0.09672 -1.03963
14 C -2.64979 2.89551 -1.28513
15 C -1.53773 -0.60917 -1.08502
16 C 3.78360 3.55560 3.09050
17 C 2.24291 -1.06720 -0.69342
18 C -1.93099 -1.23817 -2.47733
19 C -3.37102 -1.90145 -2.43976
20 C 2.95940 -2.35329 -1.31760
21 C -2.96996 -2.33795 -0.18391
22 C 3.98380 2.21077 3.75870
23 C 1.05811 -0.71640 -1.68172
24 C 1.79390 -1.47493 0.76908
25 B -2.61043 0.52700 -0.58468
26 H -3.55548 -2.39802 -3.42730
27 H 2.26346 -0.73272 1.47177
28 H -5.05298 0.59671 -1.04618
29 H 2.26818 -2.46378 1.01366
30 H 4.78658 2.22577 4.49800
31 H 3.03917 -0.27416 -0.70486
32 H 2.95648 3.50691 2.37955
33 H -5.51136 -2.73595 -0.06439
34 H -1.97701 3.23883 -2.12042
35 H -5.15963 2.40312 -1.31053
36 H 6.58023 2.51964 1.60727
37 H 0.05488 0.41364 0.02510
38 H -1.23475 -2.10300 -2.66670
39 H 6.49332 2.39829 3.38231
40 H -3.97865 0.62666 0.86455
41 H 3.64807 -2.85451 -0.59862
42 H 3.56446 4.32440 3.83314
43 H 4.66771 3.86062 2.52856
44 H -0.24408 1.06323 -1.60888
45 H 3.07510 1.93677 4.29585
46 H 2.15629 -3.11133 -1.56586
47 H 3.45599 -2.12417 -2.29895
48 H -4.12058 -3.56404 -1.36068
49 H -3.47100 -1.80191 1.69845
50 H -4.95422 1.27494 -2.70641
51 H 1.50169 -0.05393 -2.47830
52 H 7.46661 1.25878 2.49044
53 H -1.99080 2.85737 -0.37028
54 H -3.44312 3.66359 -1.11546
55 H -4.18930 -1.15657 -2.27616
56 H -5.62302 -2.27691 1.49168
57 H -0.93452 -2.42828 -0.27694
58 H 0.76379 -1.66058 -2.20191
59 H 0.69041 -1.57179 0.90538

Here are the natural (NBO) charges for atoms 1 to 6, given in e: 0.069, -0.576, -0.515, -0.976, -0.653, -0.608

***

# 3
Entry from the OMol25 dataset: C15H34CrF6O7P3Si4Te2 as an isolated structure in a non-equilibrium geometry (the ωB97M-V functional and the def2-TZVPD basis).

- 2S+1: 6
- ΔE to the lowest compared entry with this formula, charge and spin: 15.69 kcal/mol
- Charge: -2
- Strongest force on any atom: 3.06 eV Å⁻¹
- Highest occupied orbital energy (alpha / beta): -2.71 / -2.53 eV

Element x y z (Å)
1 Te -0.48149 0.06515 -1.01542
2 Te 1.72795 1.08112 1.82847
3 Cr 3.60697 4.36687 2.32661
4 P 0.49490 5.04859 2.66828
5 P 6.56033 3.84997 2.88653
6 P 2.42608 7.11223 2.22718
7 Si -3.20210 -1.77657 -3.09614
8 Si -1.35570 -4.15464 -0.66721
9 Si -2.21427 -1.97547 -1.02719
10 Si -3.36103 -1.26075 0.85501
11 F 5.47141 4.08237 1.61350
12 F 7.40875 3.77809 4.27460
13 F 6.41669 2.27425 2.80352
14 F 6.76602 5.46298 2.87278
15 F 5.13636 4.04709 3.75924
16 F 7.87748 3.78096 1.95325
17 O 1.00914 6.41032 1.94122
18 O 2.34947 7.46933 3.78081
19 O -0.36905 5.31230 3.81629
20 O 3.56686 6.17050 1.88059
21 O 1.81868 4.31975 2.94745
22 O 2.50693 8.30435 1.36196
23 O -0.07702 4.24173 1.41421
24 C 4.15262 -0.95726 -1.29795
25 C -2.68511 -5.55678 -0.95898
26 C 3.67214 1.66281 -0.58945
27 C -4.78753 -2.26804 1.49581
28 C -0.01750 -4.48764 -1.96447
29 C -2.28176 -1.39395 2.34061
30 C 4.50974 1.37481 -1.69300
31 C -5.06638 -2.13743 -2.95860
32 C -0.54155 -4.37407 1.01161
33 C -3.08482 0.03222 -3.83840
34 C -2.46748 -2.98245 -4.31516
35 C 3.28407 -0.65324 -0.23406
36 C 4.79212 0.02349 -2.02988
37 C -4.10470 0.42820 0.58489
38 C 3.05798 0.68261 0.18844
39 H -2.18852 -2.46702 -5.22577
40 H -1.49810 -0.62151 2.25978
41 H -1.24504 -4.60771 1.76181
42 H 0.16629 -5.16768 0.90244
43 H -2.80367 -1.23130 3.26952
44 H -2.07810 0.50094 -3.79002
45 H 0.42744 3.42068 1.19758
46 H 4.91504 2.14850 -2.29503
47 H 4.30159 -2.01231 -1.59982
48 H 0.50401 -5.42617 -1.82727
49 H 2.77006 -1.47464 0.24021
50 H -3.62602 0.68077 -3.09160
51 H -3.69359 -5.32707 -0.58237
52 H -5.66202 -1.34329 -2.57098
53 H 3.50848 2.68289 -0.31866
54 H 1.93589 6.82211 4.34070
55 H -4.96587 -2.03520 2.55842
56 H -3.25087 -3.72066 -4.58117
57 H 5.40949 -0.30316 -2.84300
58 H -4.67861 0.38605 -0.33103
59 H -5.73577 -2.18516 0.99619
60 H -3.62223 0.08057 -4.78555
61 H -2.84264 -5.55455 -2.06242
62 H -4.73064 0.73983 1.42636
63 H -1.72119 -2.31284 2.35287
64 H -0.44742 -4.40507 -2.97009
65 H -1.54444 -3.48971 -3.99879
66 H -2.41975 -6.54192 -0.66030
67 H -3.35142 1.22150 0.47725
68 H -4.52236 -3.27862 1.45856
69 H 0.04282 -3.51474 1.29651
70 H -5.12947 -2.97738 -2.34467
71 H -5.46094 -2.46092 -3.93826
72 H 0.72236 -3.62898 -1.86836

Here are the Löwdin charges for atoms 1 to 6, given in e: 0.286, 0.785, 0.821, 0.201, 0.257, 0.184